103
Properties=species:S:1:pos:R:3 method="wB97M-V/def2-TZVPD" e_lumo_ev=1.64 charge=-1 homo_lumo_gap_ev=5.530
C -1.04 2.44 0.20
C -2.43 3.10 0.02
C -3.39 2.15 -0.73
C -2.97 2.06 -2.23
C -4.04 1.27 -2.99
C -3.69 -0.26 -2.87
C -3.10 -0.79 -4.18
C -1.95 -1.80 -4.10
C -2.14 -3.09 -3.28
P -1.94 -3.13 -1.36
S -0.63 -1.27 -1.23
C -0.44 -4.37 -1.36
C 0.88 -3.87 -0.77
C 1.81 -5.10 -0.47
C 3.17 -4.50 -0.04
C -3.22 -4.61 -1.17
C -4.52 -4.04 -0.68
C -5.45 -3.41 -1.48
C -6.60 -2.88 -0.95
C -6.82 -2.97 0.40
C -8.08 -2.33 0.97
C -5.92 -3.61 1.23
C -4.78 -4.13 0.68
H -0.82 1.76 -0.62
H -0.26 3.21 0.26
H -1.06 1.90 1.15
H -2.84 3.37 1.00
H -2.32 4.01 -0.59
H -4.41 2.54 -0.73
H -3.32 1.13 -0.34
H -2.02 1.51 -2.29
H -2.87 3.09 -2.59
H -4.05 1.60 -4.04
H -5.05 1.46 -2.61
H -3.06 -0.34 -1.99
H -4.66 -0.75 -2.70
H -2.72 0.07 -4.77
H -3.90 -1.22 -4.80
H -1.91 -2.18 -5.15
H -0.96 -1.34 -4.03
H -1.59 -3.89 -3.80
H -3.19 -3.38 -3.45
H -3.06 -2.24 -1.21
H -1.84 -3.15 0.11
H 0.34 -1.38 -2.17
H -0.22 -4.82 -2.34
H -0.76 -5.20 -0.71
H 1.48 -3.27 -1.46
H 0.76 -3.38 0.21
H 1.96 -5.61 -1.43
H 1.39 -5.75 0.29
H 3.65 -3.97 -0.87
H 2.97 -3.73 0.71
H 3.85 -5.24 0.40
H -2.90 -5.32 -0.41
H -3.34 -5.16 -2.11
H -5.24 -3.34 -2.55
H -7.31 -2.39 -1.60
H -8.83 -2.13 0.20
H -8.47 -2.90 1.82
H -7.79 -1.35 1.37
H -6.08 -3.68 2.30
H -4.05 -4.62 1.32
Cl 1.51 4.28 2.21
C 2.80 3.16 1.69
C 2.37 1.72 1.80
Cl 2.17 1.21 3.50
H 3.68 3.36 2.30
H 3.03 3.40 0.66
H 3.12 1.07 1.36
H 1.42 1.54 1.29
Cl 3.97 8.18 -1.99
C 2.55 8.07 -0.92
C 2.38 6.69 -0.32
Cl 1.93 5.48 -1.55
H 1.67 8.36 -1.49
H 2.70 8.79 -0.12
H 1.59 6.70 0.42
H 3.30 6.35 0.16
Cl 6.90 -1.37 3.65
C 6.65 -2.56 2.34
C 6.53 -1.90 0.99
Cl 5.03 -0.96 0.83
H 5.77 -3.14 2.58
H 7.52 -3.22 2.35
H 6.52 -2.66 0.21
H 7.37 -1.23 0.80
Cl 9.40 0.11 -0.38
C 8.57 1.66 -0.05
C 9.44 2.60 0.74
Cl 9.69 2.04 2.41
H 7.64 1.44 0.46
H 8.33 2.10 -1.02
H 8.95 3.57 0.80
H 10.41 2.74 0.27
Cl -0.20 6.31 6.46
C -0.49 4.62 6.97
C -0.20 3.63 5.86
Cl -1.37 3.75 4.53
H -1.53 4.55 7.30
H 0.16 4.42 7.81
H -0.27 2.62 6.25
H 0.79 3.78 5.45

27
Properties=species:S:1:pos:R:3 method="wB97M-V/def2-TZVPD" e_lumo_ev=-3.73 charge=+1 smiles="CCOC(=O)[C@@H]1N[C@@]1(C)[n+]1cnc[nH]1" e_above_lowest_kj_mol=223.8 homo_lumo_gap_ev=10.271
C 2.13 -1.71 2.76
C 2.43 -0.52 1.83
O 1.49 -0.61 0.74
C 0.86 0.49 0.41
O 0.99 1.53 0.92
C 0.02 0.34 -0.84
N -0.32 1.49 -1.66
C -1.32 0.93 -0.92
C -1.91 1.68 0.22
N -2.34 0.03 -2.01
C -3.27 -0.87 -1.86
N -3.30 -1.63 -2.93
C -2.38 -1.19 -3.72
N -1.69 -0.18 -3.16
H 2.82 -1.76 3.55
H 1.09 -1.70 3.25
H 2.28 -2.60 2.08
H 3.38 -0.57 1.30
H 2.53 0.59 2.07
H 0.26 -0.50 -1.39
H 0.08 2.41 -1.41
H -2.50 0.96 0.86
H -2.64 2.28 -0.26
H -1.16 2.22 0.83
H -4.04 -0.91 -1.16
H -2.13 -1.65 -4.69
H -0.99 0.40 -3.52

8
Properties=species:S:1:pos:R:3 method="wB97M-V/def2-TZVPD" e_lumo_ev="-1.29 / -1.71" e_above_lowest_kj_mol=535.8 homo_lumo_gap_ev="8.214 / 7.399"
C -0.05 -0.29 0.01
N -2.03 1.37 0.56
N -1.02 -1.19 0.05
O -2.00 -0.96 -0.74
O -2.74 0.75 -0.07
O -1.04 -2.11 0.86
H 0.00 0.44 -0.78
H 0.61 -0.21 0.86